[1]
Formula: C6H15NO2
Source: OMol25
Level of theory: ωB97M-V/def2-TZVPD

Computed properties:
- Electronic energy: -442.80718 Ha
- Frontier orbital gap: 9.73 eV
- Energy relative to the best compared isomer or geometry (same formula, charge and spin): 46.4 kcal per mole
- HOMO: -8.8226 eV
- SMILES string: C[C@@H](O)N(C)C.CC=O

The geometry in ORCA input format:
```
! wB97M-V def2-TZVPD RIJCOSX def2/J DEFGRID3
* xyz 0 1
O 0.89616 0.81923 1.23627
O -2.81411 -0.42282 1.00778
N 0.50483 -0.11514 -0.90409
C 1.53711 -1.12142 -0.64423
C -1.13667 -1.49466 2.34794
C -0.44447 2.10425 -0.26940
C 0.44377 0.14863 -2.34755
C -1.87111 -1.20257 1.07457
C 0.72670 1.12131 -0.14669
H -0.17075 3.06261 0.18743
H 0.60905 -0.76303 -2.93399
H -0.54733 0.51655 -2.63029
H 1.80136 -1.20437 0.41456
H -1.42134 -2.48573 2.70685
H -0.73138 2.30975 -1.30347
H -1.38405 -0.74102 3.09956
H 1.19461 0.88281 -2.66576
H -1.55513 -1.79256 0.19651
H 2.45711 -0.93924 -1.21008
H 1.14689 -2.10650 -0.92821
H -0.06130 -1.47484 2.16222
H -1.32316 1.74397 0.27620
H 0.49603 1.53760 1.75193
H 1.64716 1.61718 -0.47804
*
```

---

[2]
Formula: C34H42N5O4PRu
Source: OMol25
Level of theory: ωB97M-V/def2-TZVPD

Computed properties:
- Electronic energy: -2330.85134 Ha
- Frontier orbital gap (alpha / beta): 7.04 / 3.44 eV
- HOMO (alpha / beta): -14.3444 / -14.3408 eV
- Expectation value of S²: 8.7630

The geometry in ORCA input format:
```
! wB97M-V def2-TZVPD RIJCOSX def2/J DEFGRID3
* xyz 3 6
Ru 0.71809 1.44240 0.24730
P -1.28691 1.59995 1.64110
O 3.16579 -5.44799 -2.56371
O 0.11338 1.35559 -1.92741
O 0.44259 3.67176 -0.83909
O 2.40486 2.85171 0.64346
N 2.29945 -5.60425 -0.44480
N 1.79316 -0.52348 0.30732
N 2.34691 -3.55916 -1.60502
N -0.51221 2.14409 -3.94646
N 3.47494 4.83571 0.69463
C 1.29014 4.71934 -0.38835
C 1.01320 -5.67651 0.10524
C 2.25066 -0.85403 1.52122
C -1.55823 -5.91715 1.25718
C -2.68846 2.06108 0.59504
C 3.55363 6.27007 0.43054
C -1.29203 -0.97312 0.71413
C 2.79436 -2.10149 1.76117
C -1.28799 -0.18419 1.88032
C -3.66612 1.17081 0.15582
C -0.14146 2.32111 -2.69939
C -0.03897 3.74622 -2.16994
C 2.84658 -3.02836 0.73660
C -3.83858 3.88615 -0.48555
C -1.08122 -2.94950 2.05537
C -0.42805 -6.45178 1.88209
C 0.82893 -6.34187 1.32203
C -4.82326 2.99823 -0.90691
C 2.34186 -2.69465 -0.52578
C 4.64803 4.25723 1.35743
C -2.92106 -6.04414 1.86252
C -1.15361 -0.79155 3.13023
C 2.64590 -4.92549 -1.62110
C -1.36695 -5.28238 0.02966
C -1.05980 -2.17137 3.21140
C -4.73749 1.65082 -0.58090
C -1.59860 2.40815 3.23700
C -0.80174 3.21558 -4.89508
C 2.45577 4.08233 0.36158
C -0.69020 0.79720 -4.49420
C -1.20067 -2.34830 0.80811
C -0.11008 -5.14500 -0.53502
C 1.83623 -1.40635 -0.69377
C -2.77022 3.41889 0.25765
H -1.13034 -0.20127 4.03753
H -2.53309 2.01086 3.63430
H -0.41545 0.05195 -3.75855
H 5.54625 4.63275 0.87040
H -1.83682 3.13655 -5.22718
H 3.20321 -2.34356 2.73188
H -1.03582 4.19603 -2.17241
H -2.89076 -5.97522 2.94996
H 1.68934 -6.77083 1.82348
H 2.89968 -6.39704 -0.27399
H 0.73144 5.36265 0.29717
H 2.43308 -3.14382 -2.52200
H -1.40837 -0.49581 -0.25793
H 1.65696 5.31389 -1.22488
H 0.63477 4.33316 -2.79537
H -2.23499 -4.92681 -0.51487
H -0.64699 4.20315 -4.47230
H -3.34345 -7.02689 1.63313
H -1.71377 3.47956 3.07681
H 2.19464 -0.09892 2.29742
H -1.00519 -4.02886 2.12594
H -0.97849 -2.63893 4.18368
H 4.17309 6.46478 -0.44660
H -0.06884 0.67893 -5.38105
H -5.51732 0.97182 -0.89876
H -0.15680 3.10479 -5.76628
H 4.67037 4.55296 2.40638
H -3.62073 0.12040 0.41180
H -3.61762 -5.30422 1.47182
H -0.77876 2.23853 3.93408
H -5.66329 3.36037 -1.48448
H -1.23007 -2.96122 -0.08261
H 1.46092 -1.07692 -1.65614
H -3.91542 4.93745 -0.73031
H 4.02388 6.75336 1.28438
H 3.29719 -3.99502 0.90213
H -0.00250 -4.69007 -1.51247
H 2.57519 6.72012 0.28538
H -0.54651 -6.96620 2.82845
H 4.62192 3.17634 1.28723
H -1.99871 4.10072 0.60295
H -1.73239 0.65819 -4.78178
*
```

---

[3]
Formula: C10H19N3O4
Source: OMol25
Level of theory: ωB97M-V/def2-TZVPD

Computed properties:
- Electronic energy: -857.64075 Ha
- Frontier orbital gap: 10.14 eV
- Energy relative to the best compared isomer or geometry (same formula, charge and spin): 72.7 kcal per mole
- HOMO: -9.5227 eV
- SMILES string: CC(C)[C@H](NC(=O)[C@@H](N)CCC(N)=O)C(=O)O

The geometry in ORCA input format:
```
! wB97M-V def2-TZVPD RIJCOSX def2/J DEFGRID3
* xyz 0 1
O -3.85004 -0.92714 0.77851
O -2.77030 -1.28343 -1.23153
O -0.71693 -1.57580 1.49926
O 4.65560 0.72018 -0.59843
N 3.88896 0.98963 1.42138
N -0.55040 -0.03719 -0.00956
N 0.93431 -2.89802 -0.55534
C 2.26524 0.71073 -0.40174
C -2.77671 -0.79773 -0.15865
C 3.74999 0.81605 0.08775
C 1.94207 -0.67503 -0.95997
C -2.30046 1.73806 -0.25258
C 1.36851 -1.60671 0.05449
C 0.03218 -1.10912 0.69913
C -2.36290 2.82950 0.85436
C -1.38589 2.16603 -1.44995
C -1.91868 0.39201 0.33289
H -2.03235 0.40826 1.41287
H 3.27924 0.75863 2.18573
H 0.64867 -3.61485 0.09670
H -2.97318 2.60226 1.69216
H -2.88158 3.84021 0.56584
H -4.41927 -1.65564 0.35466
H -0.26406 0.24829 -0.85388
H -0.34139 2.13269 -1.23640
H 2.18984 1.29318 -1.41061
H 2.25768 -1.73185 0.81956
H 1.86622 -3.23286 -0.92472
H 2.82524 -0.98740 -1.58507
H -1.66849 3.15584 -1.89836
H -1.41477 3.31105 1.08142
H 1.21734 -0.44655 -1.79311
H 4.84543 1.04832 1.78766
H -1.58884 1.43579 -2.26966
H 1.58839 1.09525 0.37742
H -3.27103 1.70513 -0.81433
*
```